Record 1
34
Properties=species:S:1:pos:R:3:lowdin_charge:R:1 method="wB97M-V/def2-TZVPD" gap_ev=9.9393 total_energy_ev=-24552.6306 smiles="CCOC(=O)[C@H](F)c1ccncc1.c1ccncc1" homo_energy_ev=-9.46
O -2.80179 -1.16654 1.26609 0.099
N -0.76470 -4.69418 0.00563 0.042
C -0.41251 0.28775 2.25902 -0.137
C -0.15498 -0.42339 4.58590 -0.125
H -0.51792 0.90665 0.22458 0.166
C -0.68110 -0.05598 0.79972 -0.182
C -1.69510 -5.34865 -0.65910 -0.161
H -2.99361 -1.09029 -3.28513 0.077
C -1.64895 -6.73964 -0.80645 -0.070
C -0.89137 -0.48880 3.34448 0.008
H 1.19747 -7.19436 1.01213 0.094
H -2.52334 -4.75137 -1.07338 0.098
H -4.40408 -1.16284 -0.58568 0.128
H -0.61426 -0.95550 5.45562 0.111
C -0.60591 -7.43556 -0.20453 -0.080
H -2.42188 -7.20169 -1.38693 0.092
F 0.38293 -0.91198 0.43273 0.006
C 0.35783 -6.73511 0.52031 -0.069
H 1.40645 1.20981 1.49548 0.114
H -3.18126 -2.36016 -1.04558 0.113
C 1.50808 0.89664 3.63883 -0.138
N 0.96510 0.30390 4.71783 0.037
H -0.52349 -8.50936 -0.30791 0.101
H 0.94480 -4.74372 1.20928 0.113
C -2.04794 -0.64412 0.45570 -0.390
C 0.85232 0.93319 2.39576 -0.023
H -4.38689 -0.14809 -2.77486 0.076
C -3.51922 -1.33060 -1.21511 -0.212
C 0.23103 -5.34164 0.61149 -0.143
H -4.54481 -1.86236 -3.04178 0.082
O -2.39823 -0.48590 -0.83474 0.017
H -1.67074 -1.27335 3.15910 0.116
C -3.87184 -1.09524 -2.65577 -0.069
H 2.45630 1.43891 3.77373 0.107

***

Record 2
30
Properties=species:S:1:pos:R:3:lowdin_charge:R:1 method="wB97M-V/def2-TZVPD" gap_ev="2.6105 / 7.0389" total_energy_ev=-14774.0951 relative_energy_ev=2.265 total_charge=-1 s2=0.758 homo_energy_ev="0.98 / -3.63" spin_multiplicity=2
H 1.83284 -1.72638 1.00151 0.098
C -2.00569 1.08881 2.25820 -0.101
H -0.46968 -1.30743 -4.52054 0.069
C 0.97965 0.52758 -2.12655 -0.319
C 1.36946 -1.74712 2.04416 -0.064
C -1.00270 -1.14323 2.22925 -0.107
C -0.05708 0.67964 -1.19010 -0.147
H 3.02841 0.17890 -1.70954 0.029
C -1.27763 0.43679 -1.66996 -0.219
C -0.67731 1.51359 2.43131 -0.135
H -2.68176 -0.33680 -3.22296 0.071
C 0.79673 -0.35095 -3.27327 -0.128
H 2.41355 1.40741 -0.57246 0.065
H -0.60302 2.59496 2.78320 0.105
C 0.28998 -0.63849 2.19782 -0.285
C -2.08076 -0.31964 2.25132 -0.135
H -2.91998 1.82031 2.13335 0.131
H 0.01301 0.74639 -0.08612 0.077
C -0.48330 -0.66608 -3.62415 -0.193
H 1.63139 -0.69399 -3.74798 0.041
C -1.61896 -0.25820 -2.82896 -0.169
H -3.03513 -0.73167 2.42458 0.077
H 2.63712 1.82964 -2.31733 0.068
H 2.13375 -1.61155 2.80595 0.063
C 2.32772 0.99523 -1.62633 -0.125
H -1.21677 -2.21542 2.12694 0.109
H -2.08345 0.65174 -0.90343 0.088
H 1.45060 1.19548 2.21714 0.106
C 0.48877 0.71285 2.42502 -0.089
H 0.82028 -2.63236 2.08992 0.024

***

Record 3
30
Properties=species:S:1:pos:R:3:lowdin_charge:R:1 method="wB97M-V/def2-TZVPD" gap_ev=9.7499 total_energy_ev=-14777.0321 smiles=Cc1ccccc1.Cc1ccccc1 relative_energy_ev=0.733 homo_energy_ev=-8.85
C 2.98466 2.04558 0.58346 -0.087
C -2.42988 -2.85574 -0.78969 -0.060
C 1.39791 3.87956 0.35012 -0.091
H 0.25973 -4.67143 -1.85537 0.068
H 0.90063 3.35235 4.26982 0.075
H -0.10907 -2.87994 -3.22812 0.110
H 3.71677 1.40353 0.11894 0.099
C -1.68922 -1.43725 -3.03934 -0.098
H -1.42972 -1.01443 -4.00829 0.104
C -2.68285 -0.94619 -2.22000 -0.105
C 1.41307 2.54192 2.35943 -0.279
C 0.95467 2.37333 3.79896 -0.054
C -1.03263 -2.61340 -2.70728 -0.060
H 0.85036 4.59437 -0.24737 0.100
H -2.66736 -3.37801 0.13288 0.111
H 2.81160 0.95480 2.45216 0.110
C -0.61906 -4.57641 -1.22372 -0.062
C 2.50748 1.81829 1.85654 -0.061
H -1.24537 -5.45838 -1.41664 0.086
C -3.03057 -1.63587 -1.06450 -0.089
H -3.27579 -0.09482 -2.54250 0.101
C -1.36729 -3.32392 -1.55047 -0.287
C 0.80257 3.49067 1.55474 -0.065
H -0.15627 3.96044 1.76896 0.113
H -0.08426 2.01737 3.78681 0.081
H -0.26938 -4.68772 -0.19378 0.079
H 1.56660 1.69701 4.38521 0.069
C 2.49224 3.17403 -0.09176 -0.109
H 3.13835 3.47614 -0.90924 0.098
H -3.70790 -1.20589 -0.32995 0.103

***

Record 4
30
Properties=species:S:1:pos:R:3:lowdin_charge:R:1 method="wB97M-V/def2-TZVPD" gap_ev=9.4209 total_energy_ev=-14775.2883 smiles=Cc1ccccc1.Cc1ccccc1 relative_energy_ev=2.477 homo_energy_ev=-8.49
H -0.59053 4.51480 0.77969 0.134
H -2.44457 -0.26484 -1.35774 0.133
C 0.42480 -3.53522 1.13147 -0.051
C 0.36392 -1.95536 -0.96267 -0.023
H -0.72582 -3.70405 0.95851 0.120
C -1.33938 1.37886 -0.65260 -0.307
H -0.11993 3.18968 2.51028 0.092
C 0.91739 -2.27200 0.39539 -0.227
C 0.85748 -0.78677 -1.53861 -0.142
H 0.77255 -4.34019 0.64956 0.017
H 3.08323 0.34179 0.67454 0.075
H -1.25652 0.64559 -2.63643 0.097
H 0.57626 -0.51299 -2.52388 0.082
H 2.23812 -1.69196 1.95656 0.094
C -0.84188 3.38771 0.53800 -0.112
H 2.43227 0.82366 -1.41127 0.087
H -0.26819 -2.64114 -1.40486 0.081
C 2.39539 -0.33070 0.26562 -0.055
C 1.95095 -1.48275 0.94843 -0.058
C -0.65569 1.24079 1.62324 -0.106
C 1.89546 -0.01016 -1.05650 -0.058
C -1.03515 0.62146 0.47828 -0.084
H -0.26422 0.68505 2.47934 0.109
C -1.25175 2.81418 -0.63207 -0.038
H -1.58250 3.43279 -1.43313 0.100
H 0.77434 -3.54921 2.14738 0.065
C -1.98630 0.76256 -1.76315 -0.091
H -1.02000 -0.51083 0.46328 0.118
H -2.80945 1.13338 -2.29553 0.051
C -0.49028 2.61586 1.66886 -0.102

***

Record 5
30
Properties=species:S:1:pos:R:3:lowdin_charge:R:1 method="wB97M-V/def2-TZVPD" gap_ev=9.5216 total_energy_ev=-14775.2695 smiles=Cc1ccccc1.Cc1ccccc1 relative_energy_ev=2.496 homo_energy_ev=-8.59
C -2.32059 0.34487 -0.87869 -0.106
C 1.96760 -1.65255 -1.48531 -0.053
C -1.37148 0.63540 3.16463 -0.101
H 1.38422 -1.76305 -3.70185 0.113
H -4.02496 1.58899 -0.58160 0.073
C 2.14615 -0.66330 -0.51145 -0.254
H -2.58937 -0.15486 -1.88346 0.132
C -2.79089 1.27920 1.19162 -0.034
H 3.43992 -0.26436 1.10436 0.079
H -2.15742 0.98278 3.91672 0.093
C -1.20598 -0.32870 -0.31844 -0.115
H 0.28231 0.20830 -3.72482 0.083
H -0.75418 -0.18513 3.57221 0.075
H 1.99360 -1.21171 1.67663 0.064
C 0.96155 0.06823 -2.93963 -0.091
H -0.57109 -0.97361 -0.90115 0.085
C -0.96770 -0.33542 1.00061 -0.065
H -3.19975 2.04441 1.94986 0.129
H -0.11258 -0.81874 1.55356 0.113
C 1.23907 1.03359 -1.89423 -0.092
C -3.19825 1.11368 -0.18650 -0.070
C 1.72938 0.67843 -0.68583 -0.090
C -1.83989 0.43868 1.79383 -0.315
H 2.19952 -2.66756 -1.29598 0.094
H 3.37420 -1.98453 0.81188 0.041
H -0.68730 1.56680 3.23736 0.109
H 1.04815 2.01464 -2.33644 0.106
C 1.49099 -1.19766 -2.73815 -0.103
C 2.77499 -1.12912 0.88466 -0.029
H 1.75979 1.33230 0.20558 0.128

***

Record 6
30
Properties=species:S:1:pos:R:3:lowdin_charge:R:1 method="wB97M-V/def2-TZVPD" gap_ev=9.7886 total_energy_ev=-14776.9682 smiles=Cc1ccccc1.Cc1ccccc1 relative_energy_ev=0.797 homo_energy_ev=-8.86
C -0.21039 -2.00218 -2.15214 -0.095
H -0.21580 0.78088 -0.24843 0.091
H 1.13257 -1.33348 -0.56358 0.084
C -0.51841 -0.01938 -0.91794 -0.081
H -3.13943 -0.64521 -4.64811 0.073
H 1.09683 3.20014 1.21126 0.103
H -4.09317 -0.28236 -3.25730 0.080
H -0.05406 2.20660 3.31243 0.110
H 1.68863 -1.49659 2.18050 0.110
H -2.11552 1.25295 -1.59191 0.110
C -0.24562 -0.43728 3.73687 -0.055
H 3.42626 -0.28645 0.86812 0.103
H 0.29866 -2.95962 -2.20634 0.101
C 0.67165 0.24962 2.76032 -0.283
C -2.00193 -0.52273 -2.75969 -0.286
C -1.20135 -1.63846 -3.03884 -0.053
H 3.12167 2.16577 0.46939 0.100
H -0.33729 0.15299 4.65040 0.079
C 0.25294 -1.13956 -1.16000 -0.084
H -1.42861 -2.27483 -3.88407 0.107
H -1.23290 -0.67655 3.34878 0.080
H 0.16499 -1.38651 4.07616 0.072
C -1.62241 0.29718 -1.71026 -0.053
C 1.70541 -0.41990 2.10913 -0.070
C 0.54898 1.63055 2.61916 -0.058
H -3.09080 0.93992 -3.90491 0.079
C 2.60320 0.26264 1.30439 -0.099
C -3.09986 -0.13435 -3.68924 -0.065
C 2.47500 1.64038 1.16089 -0.101
C 1.40768 2.31203 1.74729 -0.098